(1)
{
  "formula": "ClH2NP2",
  "method": "ωB97M-V with the def2-TZVPD basis set",
  "species": ["P", "N", "P", "Cl", "H", "H"],
  "coordinates": [[-1.260, 0.026, 0.616], [-0.028, 0.910, -0.049], [1.523, 0.778, -0.331], [3.113, -0.984, -0.094], [-1.381, -1.354, 0.249], [-1.966, 0.624, -0.392]],
  "forces_ev_per_a": [[-1.797, 0.242, 1.492], [5.453, -1.743, -0.552], [-0.891, 0.653, 0.061], [-1.767, 0.891, 0.030], [0.783, 0.325, -0.632], [-1.781, -0.368, -0.400]],
  "total_energy_ha": -1198.8049,
  "relative_energy_kcal_mol": 27.2,
  "homo_ev": -9.6,
  "smiles": "P/N=P\\Cl",
  "spin_multiplicity": 1
}

(2)
{
  "formula": "C4H12N2",
  "method": "ωB97M-V with the def2-TZVPD basis set",
  "species": ["H", "N", "C", "C", "H", "H", "H", "H", "C", "C", "N", "H", "H", "H", "H", "H", "H", "H"],
  "coordinates": [[-1.956, 2.612, -0.802], [-0.982, 2.402, -0.572], [-0.854, 1.369, 0.143], [-1.918, 0.677, 0.952], [0.287, 1.159, 0.574], [-2.810, 0.508, 0.347], [-2.189, 1.280, 1.820], [-1.544, -0.283, 1.310], [0.633, -0.702, -1.314], [1.622, -0.725, -0.223], [1.368, -1.766, 0.752], [0.282, -1.670, -1.665], [0.922, -0.069, -2.147], [-0.267, 0.002, -0.826], [2.654, -0.680, -0.591], [1.336, 0.312, 0.405], [1.380, -2.685, 0.327], [2.038, -1.741, 1.509]],
  "forces_ev_per_a": [[-0.049, -0.098, 0.198], [0.149, -0.276, -0.615], [2.055, 1.330, 2.697], [-0.027, -0.576, -0.503], [-3.031, 0.697, -1.193], [-0.088, 0.011, 0.069], [0.103, 0.106, -0.064], [-0.091, -0.023, -0.005], [-2.783, 2.137, 0.707], [0.014, 2.421, 2.085], [-0.214, -0.322, 0.047], [-0.138, 0.006, 0.101], [0.323, -0.130, -0.198], [1.749, -2.723, -1.853], [-0.009, 0.109, 0.162], [1.950, -2.557, -1.585], [0.111, -0.030, 0.056], [-0.025, -0.081, -0.105]],
  "total_energy_ha": -269.0185,
  "relative_energy_kcal_mol": 61.4,
  "homo_ev": -9.1,
  "smiles": "[H]/N=C\\C.CCN",
  "spin_multiplicity": 1
}

(3)
{
  "formula": "C4H5N3O",
  "method": "ωB97M-V with the def2-TZVPD basis set",
  "species": ["C", "C", "C", "C", "H", "H", "H", "H", "H", "N", "N", "N", "O"],
  "coordinates": [[1.333, -0.663, 0.531], [0.164, 0.275, 0.149], [-1.494, 1.757, 0.306], [-2.007, 0.291, 0.113], [2.748, -1.000, -1.138], [0.143, -1.535, -1.651], [1.130, -1.064, 1.495], [2.248, 0.052, 0.238], [-3.023, -0.143, -0.261], [1.598, -1.816, -0.568], [0.061, 1.544, -0.008], [-1.024, -0.534, -0.014], [-1.877, 2.836, 0.810]],
  "forces_ev_per_a": [[2.095, 2.759, -4.968], [0.334, -0.754, 0.126], [1.549, 3.247, 1.307], [-1.213, -1.805, -1.748], [-4.131, -3.260, 1.003], [3.437, -0.551, 2.375], [0.308, -0.289, 0.800], [-1.802, -1.577, 2.475], [1.505, 1.459, 1.389], [0.270, 4.806, -2.302], [-1.421, -0.701, 1.489], [-1.933, 1.869, 0.562], [1.002, -5.203, -2.508]],
  "total_energy_ha": -394.5941,
  "relative_energy_kcal_mol": 234.4,
  "homo_ev": -10.1,
  "spin_multiplicity": 1
}

(4)
{
  "formula": "C2H2Cl2OS",
  "method": "ωB97M-V with the def2-TZVPD basis set",
  "species": ["C", "C", "O", "S", "Cl", "Cl", "H", "H"],
  "coordinates": [[0.025, 0.505, 0.482], [-2.777, -0.192, -0.345], [0.955, -0.237, -0.157], [-2.209, -1.247, -1.468], [-3.326, -0.432, 1.199], [-2.700, 1.563, -0.590], [0.668, 1.318, 0.741], [0.782, -1.052, -0.786]],
  "forces_ev_per_a": [[0.552, -2.814, -1.745], [1.542, 0.637, -1.978], [-0.128, -0.437, -1.223], [-0.975, 0.915, 1.341], [-0.539, -0.955, 0.977], [-0.259, -0.552, -0.513], [0.638, 1.090, 0.797], [-0.832, 2.117, 2.344]],
  "total_energy_ha": -1471.0578,
  "relative_energy_kcal_mol": 97.9,
  "homo_ev": -9.0,
  "spin_multiplicity": 1
}

(5)
{
  "formula": "C5H33FIN4O12",
  "method": "ωB97M-V with the def2-TZVPD basis set",
  "species": ["C", "C", "C", "I", "C", "N", "C", "N", "N", "F", "N", "H", "H", "H", "H", "H", "H", "H", "H", "H", "O", "H", "H", "O", "H", "H", "O", "H", "H", "O", "H", "H", "O", "H", "H", "O", "H", "H", "O", "H", "H", "O", "H", "H", "O", "H", "H", "O", "H", "H", "O", "H", "H", "O", "H", "H"],
  "coordinates": [[-0.041, 3.233, 1.140], [-0.703, 2.664, -0.212], [0.044, 1.409, -0.876], [2.106, 1.790, -1.492], [-0.038, 0.077, -0.003], [-1.108, -0.066, 0.946], [-0.828, -1.398, 1.466], [-1.631, -1.918, 2.434], [0.344, -1.985, 0.868], [0.849, -3.198, 1.139], [0.815, -1.080, -0.045], [0.472, 2.459, 1.786], [-0.893, 3.717, 1.739], [0.675, 4.110, 0.884], [-1.806, 2.400, -0.081], [-0.679, 3.515, -0.985], [-0.532, 1.169, -1.847], [-2.145, -2.773, 2.199], [-1.643, -1.476, 3.361], [1.639, -1.232, -0.644], [-0.554, 2.274, 3.796], [-0.647, 1.362, 3.500], [-1.243, 2.374, 4.466], [4.338, 0.006, -4.103], [4.918, -0.632, -3.670], [4.023, 0.564, -3.382], [2.712, 0.422, -7.079], [3.362, 0.986, -7.514], [3.084, 0.270, -6.201], [3.572, -4.452, 1.916], [3.194, -5.262, 2.281], [2.817, -3.992, 1.534], [-4.711, -0.850, 4.071], [-3.915, -0.899, 3.530], [-5.013, -1.769, 4.137], [-5.393, -3.709, 4.146], [-4.599, -3.776, 3.604], [-5.707, -4.618, 4.221], [-2.408, 2.086, -3.048], [-2.463, 2.169, -4.008], [-3.188, 1.563, -2.813], [3.499, -3.651, -1.210], [3.521, -3.913, -0.283], [4.223, -3.016, -1.288], [-4.412, 1.253, -1.117], [-3.834, 0.614, -0.683], [-4.727, 1.810, -0.394], [1.549, 6.423, 0.621], [2.478, 6.660, 0.724], [1.279, 6.882, -0.184], [5.513, -2.075, 0.217], [6.121, -2.714, 0.610], [5.203, -1.556, 0.968], [-2.866, -0.667, -3.043], [-2.261, -0.656, -2.293], [-2.343, -1.051, -3.759]],
  "forces_ev_per_a": [[-0.508, 1.035, -0.693], [0.587, 0.397, 0.172], [-1.194, -1.023, -0.248], [-0.819, -0.100, 0.449], [-0.840, -0.557, 1.573], [5.257, -4.540, -1.589], [0.310, 2.494, -1.425], [0.648, -0.759, -0.473], [-3.873, 2.879, 1.408], [-0.062, 0.905, -0.639], [-1.533, 2.316, -0.179], [-0.624, 0.979, -0.935], [1.409, -0.890, -0.748], [-0.992, -1.715, 0.440], [1.550, 0.116, -0.167], [-0.060, -1.538, 0.927], [0.907, 0.364, 1.263], [0.486, 0.502, 0.722], [-0.231, -0.512, -0.780], [-0.340, -0.147, 0.286], [-0.284, -0.345, 0.442], [-0.020, 0.152, -0.003], [0.128, 0.077, 0.014], [-0.063, -0.004, 0.235], [0.004, 0.031, -0.188], [0.022, -0.052, -0.180], [0.133, 0.102, 0.185], [-0.100, -0.083, -0.002], [0.033, -0.054, -0.078], [-0.233, 0.079, -0.145], [0.168, 0.004, -0.030], [0.076, -0.063, 0.259], [0.400, -0.247, -0.163], [-0.252, 0.158, -0.017], [-0.266, 0.215, 0.186], [0.313, -0.101, -0.192], [-0.143, -0.199, 0.041], [-0.118, 0.156, 0.090], [0.133, 0.168, -0.112], [0.097, 0.018, 0.108], [0.029, 0.149, 0.082], [-0.538, 0.368, 0.001], [0.444, -0.197, -0.128], [0.067, -0.131, 0.205], [0.176, -0.100, 0.283], [-0.190, -0.015, -0.025], [-0.053, 0.035, -0.171], [0.129, 0.029, -0.207], [-0.108, -0.027, 0.063], [-0.025, -0.021, 0.118], [-0.044, 0.042, 0.177], [-0.042, 0.016, -0.101], [0.107, -0.012, -0.081], [0.123, -0.453, 0.140], [-0.042, 0.038, -0.144], [-0.136, 0.062, -0.020]],
  "total_energy_ha": -1729.3164,
  "charge": 1,
  "homo_ev": -12.7,
  "spin_multiplicity": 1
}

| no. | gap between HOMO and LUMO (eV) | molecular weight (g/mol) |
| --- | --- | --- |
| 1 | 8.2995 | 113.42 |
| 2 | 10.2970 | 88.15 |
| 3 | 8.3383 | 111.10 |
| 4 | 8.0606 | 145.01 |
| 5 | 8.2313 | 487.24 |